No. 1
82
Properties=species:S:1:pos:R:3:forces:R:3 method="wB97M-V/def2-TZVPD" e_homo_ha="-0.402 / -0.402" total_charge=+1 e_above_lowest_kcal_mol=18.1 lumo_energy_ev="-4.499 / -4.499"
Au -0.707771 -0.824675 -0.858372 0.6 1.3 -0.1
P -0.420127 -0.439790 1.668017 -0.3 -0.2 0.0
P 1.684205 -0.277757 -0.976759 -0.1 -0.6 0.0
Si -0.265219 -5.795004 -0.758879 0.0 0.2 0.0
O -4.082570 6.365955 -1.360402 0.0 0.0 0.0
O -0.669703 1.219220 -0.892802 -0.3 0.5 0.0
O -5.528126 4.947247 -2.101367 0.0 0.0 0.0
O -2.567802 -0.481867 -2.080177 -0.2 -0.7 0.1
N 0.791302 1.870458 2.391999 0.0 0.1 -0.1
N 2.557015 1.969757 0.226608 0.0 0.1 0.0
N -4.435415 5.247037 -1.669059 0.1 0.0 -0.1
C 0.487359 -1.555402 2.783109 0.0 0.0 -0.1
C -1.931225 0.046860 2.628297 0.2 0.2 0.0
C -2.588270 1.239309 1.935574 0.0 0.0 0.0
C 2.279046 -0.954916 -3.514892 0.0 0.0 -0.1
C 3.526981 3.984435 1.097781 0.0 -0.1 0.0
C -1.588092 2.119785 -1.140503 0.4 -0.2 0.0
C 2.809437 -1.535181 -0.320900 0.0 0.0 0.0
C 0.777122 0.950782 1.470707 0.1 -0.1 0.0
C 2.586260 2.933857 1.190335 0.1 0.0 -0.1
C 2.652131 4.899816 3.158152 0.1 0.0 -0.1
C -3.779988 2.895140 -1.882918 -0.1 0.0 0.0
C -0.752995 -6.386542 -2.444301 0.0 -0.1 -0.2
C 3.834507 0.730937 -2.475935 0.0 -0.1 0.0
C -1.270998 3.453342 -0.810547 0.0 0.1 0.0
C 1.691652 2.887975 2.274929 -0.1 0.0 0.1
C 3.557945 4.942194 2.068176 0.0 0.0 0.1
C -3.447966 4.165056 -1.512815 -0.1 0.1 0.0
C 2.376295 0.273196 -2.600356 -0.1 0.2 0.1
C -2.189430 4.458022 -0.982994 0.1 0.0 0.0
C -3.245554 0.542366 -2.132511 0.1 0.1 -0.1
C 1.497954 1.400062 -3.151917 0.0 0.0 0.0
C -0.413440 -3.945549 -0.748670 0.0 0.1 0.0
C -1.394612 -6.454397 0.553465 -0.1 -0.1 0.1
C 1.733296 3.897592 3.262879 0.0 -0.1 0.0
C -1.625636 0.379749 4.091741 -0.1 0.0 0.0
C -0.536264 -2.740568 -0.797917 0.2 -0.3 0.0
C -2.862467 -1.169079 2.543823 0.0 0.0 0.0
C 1.507449 -6.196820 -0.382095 0.2 -0.1 0.0
C 1.691567 1.010147 0.346616 -0.2 -0.2 0.1
C -2.852333 1.857355 -1.709084 -0.2 -0.1 0.0
H -1.078604 -6.122357 1.545130 0.0 0.0 0.0
H 3.756702 -1.067969 -0.051286 0.0 0.0 0.0
H 4.160862 1.084966 -3.457086 0.0 0.0 0.0
H 4.205572 3.999632 0.254791 0.0 0.0 0.0
H -2.808969 1.018002 0.889905 0.0 0.0 0.0
H -0.744055 -7.478684 -2.485279 0.0 0.0 0.0
H -3.795519 -0.924268 3.056174 0.0 0.0 0.0
H 2.695646 5.672765 3.913948 0.0 0.0 0.0
H -1.961188 5.478650 -0.709386 0.0 0.0 0.0
H -0.163771 -2.372624 3.088638 0.0 0.0 0.0
H 3.949203 1.540769 -1.760837 0.0 0.0 0.0
H 1.267560 -1.366101 -3.549433 0.0 0.0 0.0
H -3.535813 1.459932 2.431632 0.0 0.0 0.0
H 4.281184 5.744755 2.011213 0.0 0.0 0.0
H 1.523008 2.284357 -2.512707 0.0 0.0 0.0
H -2.552595 0.708780 4.568559 0.0 0.0 0.0
H 1.799813 -5.809392 0.596634 0.0 0.0 0.0
H 1.658527 -7.279578 -0.373852 0.0 0.0 0.0
H -4.250390 0.456706 -2.568468 0.0 0.0 -0.1
H -2.420229 -6.115835 0.391186 0.0 0.0 0.0
H -1.963935 2.133417 1.979158 0.0 0.0 0.0
H -4.755394 2.700080 -2.310875 0.0 0.0 0.0
H -0.063835 -6.012877 -3.204675 0.0 0.0 0.0
H -2.443599 -2.051423 3.030484 0.0 0.0 0.0
H -1.393620 -7.547305 0.546609 0.0 0.0 0.0
H -0.892335 1.178489 4.181052 0.0 0.0 0.0
H 2.372195 -2.002796 0.556824 0.0 0.0 0.0
H 1.032595 3.845653 4.085801 0.0 0.0 0.0
H -1.272679 -0.493349 4.641833 0.0 0.0 0.0
H 4.492789 -0.091341 -2.190083 0.0 0.0 0.0
H 2.175817 -5.771466 -1.134458 0.0 0.0 0.0
H 2.967382 -1.747472 -3.222502 0.0 0.0 0.0
H -0.288468 3.657389 -0.402414 0.0 0.0 0.0
H 0.459327 1.084411 -3.262905 0.0 0.0 0.0
H 1.875483 1.679418 -4.137690 0.0 0.0 0.0
H 2.548556 -0.644563 -4.526457 0.0 0.0 0.0
H 2.971596 -2.313359 -1.063638 0.0 0.0 0.0
H 0.803122 -0.986719 3.657554 0.0 0.0 0.0
H -1.757941 -6.044682 -2.700141 0.0 0.0 0.0
H 1.361265 -1.982569 2.300103 0.0 0.0 0.0
H -3.100789 -1.431557 1.510871 0.0 0.0 0.0



No. 2
73
Properties=species:S:1:pos:R:3:forces:R:3 method="wB97M-V/def2-TZVPD" e_homo_ha=-0.287 total_charge=0 e_above_lowest_kcal_mol=0.0 lumo_energy_ev=0.346
Ti -0.235912 0.672490 0.314766 0.7 -0.2 0.7
P 0.752348 -1.644025 -0.580431 -0.2 0.5 0.1
Si -1.862232 1.677930 -1.373932 0.0 0.0 0.1
O -0.024278 -2.691867 -1.449998 0.0 0.0 0.1
O -1.846308 0.573176 1.323674 -0.1 -0.2 -0.3
O -3.060038 -0.002958 3.104640 0.0 0.0 0.1
O 0.460735 2.451042 0.223827 0.0 -0.1 -0.2
O 2.219940 -2.167089 -0.395226 0.0 0.0 -0.1
O 0.992088 4.455632 1.048076 0.0 0.0 0.1
O 0.004688 -1.406500 0.717886 -0.1 -0.1 0.0
O 2.336913 0.485488 1.021671 0.0 0.0 -0.2
O 0.799273 -0.256193 -1.231574 -0.1 0.0 -0.1
N 0.216992 1.382439 2.645867 -0.1 0.0 -0.1
C -2.040009 4.365341 -0.395892 0.0 0.0 0.0
C 1.681634 -4.366625 0.567660 0.0 0.0 0.0
C -3.661279 2.858815 0.518472 0.0 0.0 0.0
C -3.565662 5.133016 1.297241 0.0 0.0 0.0
C 0.547186 3.345368 1.186756 0.0 0.0 -0.1
C 0.114102 -2.903099 -2.895428 0.0 0.0 0.0
C -2.513966 5.380164 0.425888 0.0 0.0 0.0
C -0.874677 2.337473 -2.827765 -0.1 0.0 0.0
C -0.821527 0.750100 3.461241 0.0 0.0 0.0
C 1.565939 1.090257 3.149239 0.0 0.0 0.0
C -0.010920 2.828466 2.505460 0.0 0.0 0.0
C -3.242386 0.532308 -1.933558 0.0 0.0 0.0
C 2.633419 1.346469 2.111247 0.0 0.0 0.1
C 4.015006 -3.627090 0.022257 0.0 0.0 0.0
C 2.776751 -2.561651 1.925167 0.0 0.0 0.0
C -4.141864 3.869030 1.339198 0.0 0.0 0.0
C -0.794184 -1.898345 -3.582408 0.0 0.0 0.0
C 1.559055 -2.736941 -3.334488 0.0 0.0 -0.1
C -2.039269 0.399529 2.612858 -0.1 0.0 -0.1
C -2.596488 3.084595 -0.360946 0.0 0.0 -0.1
C -0.370586 -4.324770 -3.115761 0.0 0.0 0.0
C 2.657988 -3.201819 0.551585 0.0 0.0 0.0
H -2.051154 6.358438 0.391200 0.0 0.0 0.0
H -4.105820 1.872068 0.586912 0.0 0.0 0.0
H -0.355467 -4.560498 -4.180493 0.0 0.0 0.0
H -1.202075 4.574895 -1.050970 0.0 0.0 0.0
H -1.821432 -2.033690 -3.244726 0.0 0.0 0.0
H -3.936378 5.922218 1.939734 0.0 0.0 0.0
H 3.607771 1.100072 2.543155 0.0 0.0 0.0
H -1.140689 1.371326 4.301759 0.0 0.0 0.0
H -3.632648 -0.061418 -1.104969 0.0 0.0 0.0
H 1.623092 -2.936956 -4.404701 0.0 0.0 0.0
H -0.045389 2.956904 -2.483282 0.0 0.0 0.0
H 0.697153 -4.056615 0.921592 0.0 0.0 0.0
H -2.905451 -0.149294 -2.715724 0.0 0.0 0.0
H -0.448879 -0.186867 3.875150 0.0 0.0 0.0
H 1.801861 -2.212215 2.265689 0.0 0.0 0.0
H 1.578349 -4.805867 -0.424589 0.0 0.0 0.0
H -0.454940 1.509095 -3.403061 0.0 0.0 0.0
H -1.087685 3.019015 2.463454 0.0 0.0 0.0
H -1.500155 2.934736 -3.496552 0.0 0.0 0.0
H 3.159415 -3.295337 2.636207 0.0 0.0 0.0
H 2.213878 -3.436870 -2.814785 0.0 0.0 0.0
H -4.063937 1.130163 -2.337655 0.0 0.0 0.0
H 2.058656 -5.133853 1.245187 0.0 0.0 0.0
H 1.604254 0.032584 3.411539 0.0 0.0 0.0
H 1.914111 -1.719550 -3.157977 0.0 0.0 0.0
H -1.389952 -4.436688 -2.746949 0.0 0.0 0.0
H 0.270472 -5.036330 -2.594145 0.0 0.0 0.0
H 2.660114 2.392498 1.799005 0.0 0.0 0.0
H 2.811095 0.764136 0.229169 -0.1 0.0 0.0
H 4.452808 -4.377596 0.681769 0.0 0.0 0.0
H 4.686548 -2.769659 -0.025981 0.0 0.0 0.0
H -0.760949 -2.047479 -4.662678 0.0 0.0 0.0
H -4.962111 3.664363 2.016314 0.0 0.0 0.0
H 1.781611 1.674030 4.052308 0.0 0.0 0.0
H 0.405826 3.398098 3.339970 0.0 0.0 0.0
H 3.460759 -1.713875 1.886939 0.0 0.0 0.0
H 3.920338 -4.054456 -0.976746 0.0 0.0 0.0
H -0.475444 -0.879702 -3.358335 0.0 0.0 0.0



No. 3
98
Properties=species:S:1:pos:R:3:forces:R:3 method="wB97M-V/def2-TZVPD" e_homo_ha="-0.466 / -0.471" total_charge=+2 e_above_lowest_kcal_mol=60.5 spin_multiplicity=4 lumo_energy_ev="-6.353 / -8.485"
Pt 0.410199 -1.381589 -0.042000 0.0 0.7 -0.5
Te 2.309833 2.221089 0.419216 -0.2 0.2 -0.5
Ge -1.021621 -2.959859 -1.266991 -0.4 0.1 0.0
S -2.094018 0.482740 2.155667 -0.2 -1.4 0.9
O 3.923886 0.642363 1.395312 0.8 0.6 0.3
N 1.982959 -0.128852 0.672601 -1.0 -0.6 0.1
N -1.864610 -2.042035 3.786484 -0.1 0.4 -0.4
N -1.046024 -0.780585 1.987856 -0.7 1.4 0.3
N 0.624476 -2.829884 1.258131 -0.1 -0.8 0.5
C 3.422876 2.183175 -2.443969 0.0 0.0 0.1
C 2.479595 0.642566 -5.777722 0.0 0.0 -0.1
C 1.722512 -4.893484 1.761806 -0.3 0.1 0.5
C -4.331739 0.711974 3.732569 -0.5 0.1 0.4
C 2.409471 1.069088 -4.350306 0.0 0.0 0.2
C 1.438965 -3.834726 0.920669 0.3 -0.4 -0.1
C 1.326700 0.730823 -3.553962 0.0 0.1 0.1
C 3.107937 -0.318174 1.273257 0.3 0.3 0.1
C -4.140556 -2.356739 -4.802580 0.0 0.0 0.0
C 0.720240 6.255883 -0.581326 0.2 -0.1 0.2
C -2.627639 -3.677406 -3.496508 -0.1 0.0 0.0
C -3.739832 -4.030160 1.811987 0.0 0.1 0.2
C 0.089927 0.649511 -1.416395 0.2 0.7 0.6
C -2.005411 -3.940071 0.145143 0.2 0.3 -0.6
C 1.496827 8.609111 -0.407334 0.0 0.1 -0.1
C -2.839724 -1.326575 -3.067456 0.0 0.0 0.1
C -2.259576 -2.550698 -2.773146 0.6 -0.1 0.9
C 1.278430 1.084065 -2.210846 0.2 0.0 0.0
C -1.648224 -5.244492 0.463283 0.0 0.0 -0.1
C -3.227317 -0.057207 3.414741 1.0 0.4 -1.1
C 3.442446 1.805040 -3.777805 -0.2 -0.1 0.1
C -4.968506 -0.905162 5.393898 0.5 -0.5 0.0
C 4.328100 4.800444 1.205840 0.1 -0.1 0.1
C -2.338594 -5.942569 1.436979 0.1 -0.1 0.2
C 2.891447 6.644960 0.338470 -0.2 -0.1 0.0
C 0.858123 4.891613 -0.392076 -0.1 0.0 -0.1
C 2.063654 4.427606 0.121870 0.2 -0.2 0.4
C -5.199699 0.288920 4.729006 0.2 0.5 -0.6
C 3.073245 5.277800 0.547549 0.0 -0.1 -0.2
C 2.333686 1.805365 -1.654549 0.0 -0.1 0.0
C -3.047571 -3.336331 0.836047 0.0 0.0 -0.1
C -3.376656 -5.330920 2.121598 -0.1 -0.1 0.1
C -2.976582 -1.256337 4.089873 0.4 -0.3 0.0
C -3.786078 -1.232316 -4.074973 0.0 0.1 -0.1
C -0.006450 -2.862470 2.450701 0.6 -0.9 0.2
C 3.516868 -1.643850 1.881337 0.1 0.1 -0.1
C -0.274952 3.976540 -0.731036 0.0 0.0 0.0
C 4.550097 2.978717 -1.874859 0.1 0.1 0.1
C -3.858088 -1.671201 5.078840 -0.3 0.0 0.3
C 1.727335 7.146552 -0.220381 0.0 -0.1 0.0
C 1.152175 -4.900552 3.028343 0.2 0.0 -0.4
C 0.285706 -3.877625 3.366324 -0.2 0.4 -0.2
C -1.016373 -1.830831 2.741375 -0.6 0.0 0.6
C -3.570835 -3.583988 -4.503598 0.0 -0.1 -0.1
H 0.150579 -0.493895 -1.381943 -0.5 0.1 -1.7
H -1.811610 -2.911708 4.294812 0.1 -0.1 -0.1
H -3.855964 -4.470519 -5.052653 0.0 0.0 -0.1
H 2.376487 -5.685331 1.434512 0.1 0.0 -0.1
H 2.558354 1.510942 -6.427773 0.0 0.0 -0.1
H 1.600729 0.070760 -6.059860 0.0 0.0 -0.1
H 4.692160 2.725043 -0.820138 0.2 0.1 -0.1
H 0.506222 0.164160 -3.973836 -0.1 -0.1 -0.1
H -0.402555 3.242627 0.068001 -0.2 -0.1 -0.1
H -6.047886 0.899812 4.987753 -0.1 0.1 0.0
H -5.649086 -1.237797 6.161097 0.0 -0.1 0.1
H 3.674018 7.320287 0.651895 0.1 0.1 0.0
H -0.145962 -3.862383 4.355076 0.0 -0.1 0.1
H -2.074625 -6.967277 1.650844 0.0 -0.1 0.1
H 4.290040 2.080033 -4.388208 0.1 0.0 -0.1
H 0.050411 1.132071 -0.431543 -0.2 -0.2 -0.4
H 5.197509 5.016141 0.585174 0.1 -0.1 0.0
H -0.204294 6.638050 -0.989234 -0.1 0.0 -0.1
H 1.303878 8.815464 -1.459747 0.0 0.1 0.0
H -4.570150 -3.560850 2.319448 -0.1 0.0 0.1
H 2.347173 9.199016 -0.079748 0.0 0.1 0.0
H 5.476252 2.791865 -2.413475 0.0 0.0 0.0
H -3.915586 -5.876883 2.880477 -0.1 -0.1 0.1
H -1.197788 4.540581 -0.832057 -0.1 0.0 0.0
H -4.253921 -0.284117 -4.291803 0.0 0.1 -0.1
H 4.289173 3.721965 1.397742 0.2 0.2 0.1
H -0.081143 3.463652 -1.673307 -0.1 -0.1 0.0
H -0.826099 0.868553 -1.965648 -0.1 -0.4 0.2
H -3.663741 -2.588889 5.610519 0.0 -0.2 0.1
H -2.567080 -0.444069 -2.504058 0.0 0.1 0.1
H 0.616204 8.920673 0.154133 0.0 0.1 0.0
H 4.483536 -1.512776 2.357913 0.0 0.0 0.0
H -0.837203 -5.721770 -0.074394 0.0 -0.1 0.0
H 3.363342 0.029490 -5.948038 0.0 0.0 0.0
H -4.502869 1.640419 3.211236 -0.1 0.1 -0.1
H -3.331684 -2.322020 0.585653 -0.1 0.1 -0.1
H 4.469506 5.316485 2.153780 0.0 -0.1 0.1
H 1.371094 -5.688363 3.732795 0.0 0.0 0.1
H 3.597877 -2.400933 1.104802 0.0 0.0 0.0
H 4.323240 4.042684 -1.950518 0.0 0.1 0.1
H 1.877232 -3.788352 -0.069127 -0.1 0.1 0.1
H 2.787862 -1.951383 2.629120 0.0 0.0 0.0
H -2.188002 -4.633807 -3.250583 0.0 -0.2 -0.1
H -0.118311 -4.066758 -1.831397 0.3 -0.1 0.0
H -4.858361 -2.280148 -5.604648 -0.1 0.0 0.0



No. 4
41
Properties=species:S:1:pos:R:3:forces:R:3 method="wB97M-V/def2-TZVPD" e_homo_ha="-0.210 / -0.279" total_charge=0 spin_multiplicity=2 lumo_energy_ev="-0.124 / -0.135"
Zr 0.166803 0.688312 -0.018486 1.0 -0.2 1.4
Br -2.031436 1.168575 1.169312 -0.7 0.0 0.3
S -1.781273 4.615924 -0.509932 0.2 -0.1 -0.2
S 1.850237 -1.382661 -1.035940 -0.2 0.4 0.5
S -0.382976 3.501725 -2.801337 -0.2 0.2 0.3
S -2.962738 4.907834 -3.226428 0.0 0.1 0.0
S 0.433328 3.665758 1.425138 0.0 0.6 0.1
S 1.856393 2.329471 -1.039514 0.1 0.0 -0.3
S 1.800659 0.154316 2.025983 0.2 -0.2 -0.2
P 1.519779 -1.472845 0.914343 -0.2 -0.2 0.5
O -0.124305 -1.666946 1.078499 0.3 0.1 -0.5
O -0.763295 0.487326 -1.813751 -0.5 -0.1 -2.3
O 2.155755 -2.811261 1.477393 0.1 -0.1 -0.1
N 0.757492 0.507250 -3.501130 0.1 0.0 -0.1
N -1.421020 -0.150517 -3.867941 -0.1 0.0 0.0
C 2.580173 -4.553241 3.049180 0.0 0.1 -0.1
C -2.100278 -2.372841 -0.176256 0.2 0.1 0.2
C -0.780300 -2.793100 0.432529 -0.1 -0.2 0.0
C -0.473535 0.314773 -3.028997 -0.3 -0.2 0.1
C 0.351260 3.205126 -1.230815 0.0 0.3 0.0
C -1.777617 4.381138 -2.234966 0.2 -0.2 -0.1
C 2.279983 -3.080517 2.890721 0.0 0.0 0.1
C -0.280877 3.785749 -0.183921 0.1 -0.2 0.1
C -0.765191 4.635873 2.379863 0.0 -0.3 -0.2
H -0.114887 -3.209802 -0.324827 0.0 0.0 0.0
H -2.748800 -1.940862 0.583902 0.0 0.0 0.0
H -1.276034 -0.132746 -4.860712 0.0 0.0 0.0
H -0.385241 4.668798 3.397467 0.0 0.0 0.0
H 1.450724 0.920367 -2.880877 0.0 0.0 0.0
H 1.353666 -2.798549 3.394302 0.0 0.0 0.0
H -1.939889 -1.631315 -0.954495 0.0 0.1 -0.1
H -2.591325 -3.244185 -0.612426 0.0 0.0 0.0
H -1.736336 4.142832 2.364356 0.0 0.0 0.1
H 3.473565 -4.812918 2.482209 0.0 0.0 0.0
H -0.823889 5.644646 1.976994 0.0 0.0 0.1
H 3.089530 -2.463991 3.282348 0.0 0.0 0.0
H 0.953945 0.446772 -4.484378 0.0 0.0 0.0
H -2.365984 -0.170501 -3.527147 0.0 0.0 0.0
H 1.748558 -5.154971 2.683609 0.0 0.0 0.0
H 2.750457 -4.784104 4.100686 0.0 0.0 0.0
H -0.945082 -3.544690 1.205441 0.1 0.0 0.0